# 1
Here is a structure of composition C32H34Br4N4O4TeTl at a distorted geometry from OMol25. Energies are from ωB97M-V/def2-TZVPD.

Cartesian coordinates (Å):
Tl (12.13, 10.49, 12.12)
C (6.89, 6.81, 7.67)
C (7.78, 7.26, 8.79)
C (8.48, 6.32, 9.55)
C (9.48, 6.64, 10.50)
C (10.26, 5.63, 11.10)
N (11.33, 5.87, 11.89)
C (12.06, 4.89, 12.68)
C (13.59, 5.08, 12.92)
C (13.83, 6.14, 14.00)
N (13.41, 5.64, 15.31)
C (13.08, 6.36, 16.38)
C (13.00, 7.77, 16.67)
C (13.20, 8.17, 18.03)
C (12.90, 9.36, 18.61)
C (13.23, 9.74, 20.06)
C (12.19, 10.25, 17.76)
C (11.92, 10.03, 16.40)
C (11.14, 11.06, 15.66)
N (11.04, 11.37, 14.41)
C (10.14, 12.53, 14.16)
C (10.17, 13.00, 12.73)
C (9.38, 12.27, 11.67)
N (9.67, 10.88, 11.42)
C (8.81, 10.38, 10.57)
C (8.80, 9.03, 10.13)
C (7.87, 8.64, 9.19)
C (9.80, 8.09, 10.70)
O (10.85, 8.48, 11.25)
C (12.61, 8.89, 15.70)
O (12.91, 8.92, 14.51)
H (7.38, 6.04, 7.06)
H (6.75, 7.61, 7.01)
H (5.99, 6.43, 8.12)
H (8.15, 5.23, 9.41)
H (10.08, 4.59, 10.84)
H (11.73, 6.82, 11.84)
H (11.84, 3.95, 12.17)
H (11.58, 4.88, 13.69)
H (14.05, 5.38, 11.93)
H (14.08, 4.14, 13.16)
H (13.26, 7.03, 13.77)
H (14.93, 6.36, 13.97)
H (13.59, 4.62, 15.44)
H (12.85, 5.76, 17.29)
H (13.76, 7.45, 18.65)
H (14.15, 9.28, 20.38)
H (12.45, 9.32, 20.65)
H (13.20, 10.83, 20.15)
H (11.68, 11.08, 18.24)
H (10.55, 11.73, 16.30)
H (10.45, 13.34, 14.76)
H (9.06, 12.33, 14.51)
H (11.26, 13.05, 12.37)
H (9.71, 14.03, 12.75)
H (9.62, 12.80, 10.72)
H (8.34, 12.45, 11.87)
H (8.04, 10.99, 10.08)
H (7.30, 9.43, 8.71)
Br (18.94, 8.89, 8.91)
C (17.70, 10.19, 9.45)
C (18.14, 11.21, 10.31)
Br (19.90, 11.32, 10.91)
C (17.25, 12.12, 10.84)
Br (17.74, 13.45, 12.01)
C (15.81, 12.01, 10.67)
O (14.90, 12.52, 11.39)
C (15.45, 11.17, 9.44)
O (14.32, 11.54, 8.90)
C (16.34, 10.15, 9.05)
Br (15.60, 8.79, 8.02)
C (12.59, 12.84, 6.40)
Te (13.74, 11.10, 6.89)
C (15.60, 11.55, 5.88)
H (12.80, 13.62, 7.09)
H (11.51, 12.63, 6.45)
H (12.80, 13.07, 5.34)
H (16.21, 12.26, 6.52)
H (15.29, 11.95, 4.90)
H (16.11, 10.60, 5.72)

The calculation puts the gap between HOMO and LUMO (spin up / spin down) at 6.42 / 5.06 eV. The energy above the lowest of the compared OMol25 structures with the same formula, charge and spin comes out at 235.3 kJ/mol. As for the LUMO energy (spin up / spin down): -3.017 / -3.511 eV. As for the highest occupied orbital energy (spin up / spin down): -9.44 / -8.57 eV. As for the total charge: +1.



# 2
Here is the molecule C20H25NO3 from OMol25. Energies are from ωB97M-V/def2-TZVPD.

Cartesian coordinates (Å):
O (-3.31, -1.62, -5.16)
C (-4.00, -0.66, -4.39)
C (-4.90, -1.31, -3.33)
C (-4.05, -2.01, -2.27)
C (-3.01, -1.05, -1.70)
N (-2.19, -0.53, -2.78)
C (-0.95, 0.09, -2.37)
C (-1.06, 1.38, -1.54)
O (-1.54, 1.15, -0.24)
C (0.30, 2.12, -1.54)
O (1.39, 1.27, -1.28)
C (1.80, 1.02, 0.00)
C (1.23, 1.54, 1.16)
C (1.76, 1.22, 2.40)
C (2.85, 0.36, 2.52)
C (3.40, 0.03, 3.84)
C (3.52, 1.00, 4.83)
C (4.05, 0.68, 6.07)
C (4.46, -0.61, 6.34)
C (4.34, -1.59, 5.37)
C (3.82, -1.27, 4.13)
C (3.41, -0.16, 1.35)
C (2.89, 0.16, 0.12)
C (-2.99, 0.27, -3.69)
H (-2.60, -1.97, -4.60)
H (-4.61, -0.10, -5.10)
H (-5.57, -2.03, -3.81)
H (-5.51, -0.53, -2.86)
H (-4.69, -2.38, -1.46)
H (-3.54, -2.87, -2.72)
H (-2.36, -1.58, -1.00)
H (-3.52, -0.24, -1.15)
H (-0.39, -0.65, -1.80)
H (-0.38, 0.31, -3.28)
H (-1.79, 2.06, -1.99)
H (-0.98, 0.49, 0.19)
H (0.48, 2.51, -2.55)
H (0.26, 2.96, -0.84)
H (0.37, 2.19, 1.12)
H (1.29, 1.62, 3.29)
H (3.22, 2.01, 4.62)
H (4.14, 1.45, 6.82)
H (4.87, -0.86, 7.31)
H (4.65, -2.60, 5.58)
H (3.71, -2.04, 3.38)
H (4.27, -0.81, 1.42)
H (3.33, -0.23, -0.79)
H (-2.33, 0.71, -4.45)
H (-3.54, 1.08, -3.18)

The calculation puts the gap between HOMO and LUMO at 8.90 eV. The energy above the lowest of the compared OMol25 structures with the same formula, charge and spin comes out at 252.3 kJ/mol. The structure (SMILES) is O[C@H]1CCCN(C[C@@H](O)COc2ccc(-c3ccccc3)cc2)C1. As for the LUMO energy: 0.709 eV. As for the highest occupied orbital energy: -8.19 eV. As for the total charge: 0.



# 3
Here is a cluster of 8 separate species, C34H61ClNO11 in total at a distorted geometry from OMol25. Energies are from ωB97M-V/def2-TZVPD.

Cartesian coordinates (Å):
O (-4.05, -4.61, 5.10)
C (-2.73, -4.33, 5.21)
O (-2.13, -4.30, 6.58)
Cl (-1.89, -5.95, 6.99)
C (-1.71, -4.08, 3.94)
C (-0.13, -4.52, 4.14)
C (0.89, -4.32, 2.88)
N (0.48, -3.75, 1.50)
C (1.54, -3.67, 0.42)
C (2.39, -5.05, 0.17)
C (3.92, -4.70, -0.32)
O (4.76, -5.92, -0.08)
C (-0.97, -3.28, 1.27)
C (-1.52, -2.67, -0.14)
C (-0.78, -1.30, -0.64)
C (-0.41, -0.22, 0.54)
C (1.21, 0.19, 0.55)
O (1.93, -0.42, 1.69)
C (-2.12, -3.43, 2.48)
H (0.31, -5.00, 5.12)
H (2.01, -4.63, 3.01)
H (1.16, -3.30, -0.62)
H (2.33, -2.84, 0.77)
H (1.82, -5.65, -0.68)
H (2.47, -5.76, 1.09)
H (3.99, -4.42, -1.48)
H (4.34, -3.81, 0.35)
H (4.62, -6.10, 0.91)
H (-2.68, -2.43, -0.03)
H (-1.43, -3.52, -0.95)
H (-1.55, -0.75, -1.37)
H (0.19, -1.48, -1.32)
H (-0.97, 0.80, 0.28)
H (-0.74, -0.53, 1.62)
H (1.30, 1.37, 0.67)
H (1.75, -0.08, -0.48)
H (1.68, 0.04, 2.56)
H (-3.25, -3.11, 2.34)
C (2.70, -8.99, -2.61)
C (2.11, -7.64, -2.88)
O (1.22, -7.18, -2.16)
C (2.64, -6.86, -4.06)
H (2.22, -9.43, -1.73)
H (2.53, -9.65, -3.47)
H (3.77, -8.90, -2.42)
H (2.46, -7.42, -4.98)
H (3.71, -6.67, -3.93)
H (2.12, -5.90, -4.12)
C (-2.74, 4.28, -1.32)
C (-1.37, 3.68, -1.52)
O (-1.15, 2.50, -1.26)
C (-0.29, 4.59, -2.04)
H (-3.42, 3.51, -0.93)
H (-2.69, 5.09, -0.59)
H (-3.13, 4.64, -2.27)
H (-0.13, 5.42, -1.35)
H (-0.57, 4.97, -3.03)
H (0.64, 4.02, -2.14)
C (-4.10, 8.42, -0.59)
C (-4.14, 7.83, -1.97)
O (-3.28, 7.04, -2.35)
C (-5.27, 8.25, -2.88)
H (-3.23, 8.03, -0.05)
H (-4.01, 9.51, -0.66)
H (-5.01, 8.15, -0.04)
H (-5.23, 9.33, -3.04)
H (-6.23, 7.97, -2.43)
H (-5.17, 7.74, -3.84)
C (-3.98, 9.36, -6.84)
C (-3.81, 10.34, -5.71)
O (-4.64, 10.44, -4.82)
C (-2.57, 11.20, -5.72)
H (-4.92, 8.82, -6.70)
H (-4.03, 9.90, -7.79)
H (-3.16, 8.65, -6.85)
H (-2.55, 11.82, -6.63)
H (-1.68, 10.57, -5.68)
H (-2.58, 11.86, -4.85)
C (0.95, -7.13, 8.66)
C (1.78, -8.21, 8.01)
O (2.63, -7.94, 7.16)
C (1.54, -9.63, 8.45)
H (1.24, -6.16, 8.25)
H (-0.11, -7.30, 8.45)
H (1.13, -7.12, 9.74)
H (0.50, -9.91, 8.23)
H (1.74, -9.73, 9.52)
H (2.21, -10.30, 7.90)
C (4.22, -5.26, 8.38)
C (3.63, -3.91, 8.12)
O (2.74, -3.44, 8.84)
C (4.16, -3.13, 6.94)
H (3.74, -5.70, 9.27)
H (4.05, -5.92, 7.53)
H (5.29, -5.17, 8.58)
H (3.98, -3.69, 6.02)
H (5.23, -2.94, 7.07)
H (3.64, -2.17, 6.87)
C (-0.79, 8.34, -9.36)
C (-0.43, 9.28, -8.25)
O (-1.03, 9.26, -7.17)
C (0.68, 10.26, -8.50)
H (-1.61, 7.69, -9.04)
H (-1.11, 8.90, -10.24)
H (0.08, 7.71, -9.61)
H (0.42, 10.91, -9.33)
H (1.61, 9.73, -8.70)
H (0.82, 10.88, -7.60)

The calculation puts the gap between HOMO and LUMO at 5.29 eV. As for the LUMO energy: -5.150 eV. As for the highest occupied orbital energy: -10.44 eV. As for the total charge: +1.



# 4
Here is the ion C5H9N2 with charge +1 at a distorted geometry from OMol25. Energies are from ωB97M-V/def2-TZVPD.

Cartesian coordinates (Å):
C (-0.64, 1.16, -0.25)
C (0.74, 1.70, -0.31)
C (2.01, -0.11, -1.50)
C (-1.17, -0.78, 1.12)
C (-1.57, -1.89, 1.92)
N (-0.85, 0.10, 0.43)
N (1.16, 0.86, -1.45)
H (-1.57, 1.44, -0.85)
H (0.66, 2.80, -0.72)
H (1.26, 1.38, 0.54)
H (2.66, -0.11, -0.61)
H (1.91, -0.72, -2.35)
H (-1.08, -2.08, 2.86)
H (-1.45, -2.74, 1.20)
H (-2.66, -1.84, 2.26)
H (0.58, 0.82, -2.28)

The calculation puts the gap between HOMO and LUMO (spin up / spin down) at 6.96 / 6.95 eV. The energy above the lowest of the compared OMol25 structures with the same formula, charge and spin comes out at 528.9 kJ/mol. As for the LUMO energy (spin up / spin down): -4.175 / -4.177 eV. As for the highest occupied orbital energy (spin up / spin down): -11.13 / -11.13 eV. As for the total charge: +1.



# 5
Here is a structure of composition C19H28FNdO2 at a distorted geometry from OMol25. Energies are from ωB97M-V/def2-TZVPD.

Cartesian coordinates (Å):
O (0.18, 1.31, -0.47)
C (0.88, 1.99, -1.56)
C (-0.27, 2.96, -1.81)
H (0.98, 1.25, -2.38)
H (1.85, 2.45, -1.20)
C (-1.03, 2.10, -0.76)
H (-0.70, 2.97, -2.83)
H (0.01, 3.95, -1.45)
C (-2.15, 1.24, -1.28)
H (-1.97, 0.97, -2.33)
H (-3.10, 1.80, -1.20)
H (-2.27, 0.33, -0.70)
C (-1.42, 2.84, 0.49)
H (-0.56, 3.33, 0.96)
H (-1.89, 2.19, 1.24)
H (-2.15, 3.62, 0.25)
Nd (0.03, -0.99, 0.92)
C (1.41, 0.41, 3.52)
C (2.47, -0.50, 3.21)
C (3.08, -0.07, 2.00)
H (2.81, -1.32, 3.84)
C (2.39, 1.10, 1.54)
C (1.34, 1.38, 2.47)
H (0.68, 2.24, 2.44)
H (0.83, 0.41, 4.43)
H (3.97, -0.50, 1.54)
H (2.67, 1.71, 0.70)
C (-1.18, -1.13, 3.45)
C (-1.76, 0.03, 2.87)
C (-2.52, -0.38, 1.73)
H (-1.65, 1.05, 3.22)
C (-2.35, -1.80, 1.57)
C (-1.53, -2.26, 2.65)
H (-1.32, -3.30, 2.90)
H (-0.63, -1.17, 4.38)
H (-3.16, 0.26, 1.14)
H (-2.83, -2.42, 0.81)
O (-0.06, -1.20, -1.73)
C (-0.18, -1.00, -3.24)
C (0.77, -1.98, -3.96)
H (0.14, 0.02, -3.53)
H (-1.22, -1.21, -3.53)
C (1.30, -2.88, -2.85)
H (1.63, -1.44, -4.37)
H (0.29, -2.55, -4.77)
C (1.12, -2.05, -1.60)
H (2.33, -3.20, -2.93)
H (0.63, -3.75, -2.76)
H (1.98, -1.37, -1.51)
H (0.95, -2.72, -0.74)
F (1.22, -2.70, 1.20)

The calculation puts the gap between HOMO and LUMO (spin up / spin down) at 6.71 / 6.73 eV. As for the LUMO energy (spin up / spin down): 0.174 / 0.173 eV. As for the highest occupied orbital energy (spin up / spin down): -6.54 / -6.56 eV. As for the total charge: 0. The expectation value of S² is 3.75. Its multiplicity is 4.



# 6
Here is a structure of composition C18H35Cl4CuNO4 at a distorted geometry from OMol25. Energies are from ωB97M-V/def2-TZVPD.

Cartesian coordinates (Å):
Cu (-17.48, -22.14, -18.60)
C (-16.21, -23.26, -22.36)
C (-16.93, -22.34, -21.34)
C (-17.95, -21.41, -22.09)
C (-19.34, -21.99, -22.58)
C (-20.03, -22.60, -21.37)
C (-19.02, -23.68, -20.64)
N (-17.77, -22.95, -20.26)
O (-16.88, -23.70, -19.43)
C (-18.78, -25.10, -21.28)
C (-19.79, -23.98, -19.31)
C (-15.88, -21.28, -20.83)
H (-15.71, -22.58, -23.05)
H (-16.95, -23.86, -22.88)
H (-15.52, -23.88, -21.79)
H (-17.54, -20.99, -23.01)
H (-18.17, -20.46, -21.60)
H (-19.29, -22.78, -23.32)
H (-20.03, -21.36, -23.14)
H (-20.85, -23.19, -21.78)
H (-20.44, -21.74, -20.84)
H (-17.76, -25.41, -21.49)
H (-19.41, -25.08, -22.17)
H (-19.09, -25.89, -20.59)
H (-19.29, -24.74, -18.71)
H (-20.81, -24.36, -19.37)
H (-19.89, -23.11, -18.65)
H (-16.20, -20.77, -19.92)
H (-15.52, -20.47, -21.45)
H (-15.00, -21.88, -20.62)
C (-18.08, -19.85, -18.64)
O (-16.97, -20.44, -18.13)
H (-19.06, -20.09, -18.22)
H (-18.01, -18.78, -18.81)
H (-18.13, -20.17, -19.69)
O (-21.87, -16.87, -22.31)
C (-21.21, -17.43, -21.46)
O (-20.59, -18.61, -21.73)
C (-19.75, -18.96, -20.65)
C (-20.19, -18.15, -19.50)
C (-20.97, -16.92, -20.07)
H (-18.70, -18.87, -20.92)
H (-19.87, -20.01, -20.41)
H (-19.26, -17.81, -19.04)
H (-20.69, -18.67, -18.68)
H (-20.21, -16.15, -20.19)
H (-21.90, -16.68, -19.55)
Cl (-15.82, -18.22, -22.65)
C (-16.44, -18.48, -20.94)
C (-15.33, -18.10, -20.04)
Cl (-15.10, -16.38, -19.85)
H (-16.66, -19.54, -20.82)
H (-17.40, -17.99, -20.75)
H (-14.43, -18.54, -20.47)
H (-15.49, -18.53, -19.05)
Cl (-21.63, -20.87, -15.12)
C (-20.51, -20.47, -16.47)
C (-21.04, -20.92, -17.83)
Cl (-21.40, -22.67, -17.96)
H (-19.58, -20.98, -16.20)
H (-20.21, -19.43, -16.44)
H (-20.41, -20.68, -18.69)
H (-21.95, -20.38, -18.06)

The calculation puts the gap between HOMO and LUMO at 5.56 eV. As for the LUMO energy: 2.415 eV. As for the highest occupied orbital energy: -3.14 eV. As for the total charge: -1.



# 7
Here is a structure of composition C4H9N3O at a distorted geometry from OMol25. Energies are from ωB97M-V/def2-TZVPD.

Cartesian coordinates (Å):
C (-1.03, -0.25, -0.13)
C (-1.54, 0.81, -1.05)
C (1.36, 0.56, -0.12)
C (0.36, -0.70, -0.03)
N (2.48, 0.39, 0.73)
N (-1.89, -0.96, 0.60)
N (0.62, -1.87, 0.38)
O (1.49, 1.15, -1.22)
H (0.38, 1.07, 0.63)
H (2.28, 0.29, 1.72)
H (3.24, 1.02, 0.50)
H (-2.88, -0.82, 0.52)
H (-1.51, -1.79, 1.04)
H (1.63, -2.05, 0.36)
H (-2.52, 1.17, -0.73)
H (-1.65, 0.37, -2.04)
H (-0.83, 1.62, -1.15)

The calculation puts the gap between HOMO and LUMO (spin up / spin down) at 6.79 / 6.79 eV. The energy above the lowest of the compared OMol25 structures with the same formula, charge and spin comes out at 361.2 kJ/mol. As for the LUMO energy (spin up / spin down): -0.610 / -0.613 eV. As for the highest occupied orbital energy (spin up / spin down): -7.40 / -7.40 eV. As for the total charge: 0.



# 8
Here is a structure of composition C11H26N4O7Ti at a distorted geometry from OMol25. Energies are from ωB97M-V/def2-TZVPD.

Cartesian coordinates (Å):
O (2.39, -3.30, -1.00)
H (2.97, -4.05, -1.23)
Ti (0.21, -0.36, 0.14)
N (-1.41, -0.12, 1.52)
N (-0.50, -2.19, 0.43)
N (0.82, 1.61, 0.64)
N (1.88, 0.02, -1.03)
O (-1.75, 0.97, 2.18)
O (0.15, 2.43, 1.50)
O (2.38, -0.78, -2.05)
O (-0.11, -1.89, -0.93)
C (-1.87, -2.20, 0.64)
C (-2.32, -1.13, 1.44)
C (1.80, 2.17, -0.10)
C (2.37, 1.28, -1.05)
C (-3.66, -1.02, 2.05)
H (-4.17, -0.10, 1.74)
H (-3.57, -1.03, 3.15)
H (-4.28, -1.87, 1.76)
C (-2.70, -3.22, -0.05)
H (-2.17, -4.18, -0.10)
H (-2.92, -2.90, -1.08)
H (-3.65, -3.37, 0.46)
C (2.18, 3.60, 0.04)
C (3.44, 1.64, -2.01)
H (1.85, 4.01, 1.00)
H (1.76, 4.20, -0.77)
H (3.27, 3.69, -0.02)
H (3.48, 0.92, -2.83)
H (4.41, 1.64, -1.51)
H (3.27, 2.64, -2.42)
H (-0.67, 1.85, 1.85)
H (2.36, -1.74, -1.72)
C (2.41, -3.14, 0.44)
H (1.39, -3.18, 0.83)
H (2.89, -2.18, 0.68)
H (2.99, -3.95, 0.92)
O (1.33, -0.77, 2.15)
H (1.96, -0.08, 2.41)
H (0.75, -0.91, 2.91)
C (-2.84, 2.30, -0.70)
C (-1.64, 2.01, -1.55)
O (-1.10, 0.66, -1.25)
H (-3.68, 1.65, -0.97)
H (-3.18, 3.33, -0.89)
H (-2.63, 2.21, 0.37)
H (-1.89, 2.04, -2.62)
H (-0.81, 2.70, -1.37)
H (-1.20, 0.08, -2.02)

The calculation puts the gap between HOMO and LUMO (spin up / spin down) at 6.37 / 7.71 eV. The energy above the lowest of the compared OMol25 structures with the same formula, charge and spin comes out at 0.0 kJ/mol. As for the LUMO energy (spin up / spin down): 0.346 / 0.058 eV. As for the highest occupied orbital energy (spin up / spin down): -6.03 / -7.65 eV. As for the total charge: 0. The expectation value of S² is 2.05. Its multiplicity is 3.